(1)
18
Properties=species:S:1:pos:R:3:nbo_charge:R:1 method="wB97M-V/def2-TZVPD" smiles=SPC1CCCC1 homo_lumo_gap_ev=9.26 e_above_lowest_kcal_mol=27.0 homo_ha=-0.31532 multiplicity=1 energy_ha=-936.6011
S 0.7560 -2.5393 2.6786 -0.323
P -0.8251 -2.0273 1.2384 0.473
C 0.0122 -0.4255 0.7569 -0.521
C -0.7455 0.9484 0.6864 -0.391
C -0.6765 1.3572 -0.7618 -0.411
C 0.7302 0.9900 -1.1036 -0.400
C 0.6900 -0.4613 -0.6250 -0.425
H 0.0524 -3.4041 3.3100 0.124
H -1.7789 -1.6020 2.2096 -0.041
H 0.6739 -0.2873 1.6898 0.239
H -0.2557 1.5688 1.3128 0.208
H -1.7972 0.7074 0.9052 0.211
H -0.8103 2.4650 -0.7135 0.211
H -1.3326 0.8268 -1.4459 0.209
H 1.1501 0.9019 -2.0867 0.214
H 1.4322 1.6448 -0.5601 0.192
H 0.2535 -1.0451 -1.4417 0.213
H 1.7272 -0.7711 -0.6543 0.219

***

(2)
14
Properties=species:S:1:pos:R:3:nbo_charge:R:1 method="wB97M-V/def2-TZVPD" homo_lumo_gap_ev=9.81 e_above_lowest_kcal_mol=90.4 charge=+1 homo_ha=-0.53335 multiplicity=1 energy_ha=-249.6811
C 1.0774 0.5341 -2.7814 -0.135
C 0.3936 0.7856 -1.8070 -0.089
C -0.4110 1.3676 -0.5513 -0.288
N -1.0107 0.6993 0.7234 -0.418
C -0.6208 -0.4088 1.2369 0.326
C 0.4301 -1.2791 0.4970 -0.735
H 1.7127 0.4640 -3.6080 0.262
H 0.2756 2.1536 -0.3237 0.266
H -1.3223 1.8529 -0.9943 0.262
H -1.5572 1.3537 1.2163 0.439
H -0.9813 -0.7429 2.1891 0.242
H 1.2287 -1.2815 1.2754 0.283
H 0.6512 -1.0042 -0.6299 0.300
H 0.2289 -2.3673 0.5717 0.286

***

(3)
18
Properties=species:S:1:pos:R:3:nbo_charge:R:1 method="wB97M-V/def2-TZVPD" smiles="C[C@@H](O)CC(=O)O.O" homo_lumo_gap_ev=10.84 e_above_lowest_kcal_mol=42.5 homo_ha=-0.38441 multiplicity=1 energy_ha=-459.3210
C 0.9796 2.4261 -0.1266 -0.662
C 0.3079 1.0985 -0.3278 0.083
O 1.3121 0.3284 -1.0840 -0.743
C 0.0689 0.5324 1.0458 -0.555
C -0.5524 -0.8055 1.2592 0.792
O -0.7196 -1.3375 2.3342 -0.584
O -1.0670 -1.1861 0.1334 -0.713
H 2.0541 2.4320 -0.1003 0.244
H 0.5310 3.1162 0.6174 0.220
H 0.4025 2.9630 -0.9701 0.232
H -0.6129 0.9762 -1.0049 0.203
H 1.6341 -0.4247 -0.4396 0.476
H 1.0097 0.5374 1.5793 0.239
H -0.6647 1.1683 1.6691 0.263
H -1.4586 -2.1048 -0.0063 0.527
O -0.4114 -1.1348 -2.4289 -0.993
H -1.0556 -0.9292 -1.7436 0.469
H 0.4240 -0.6039 -2.3421 0.502

***

(4)
83
Properties=species:S:1:pos:R:3:mulliken_charge:R:1 method="wB97M-V/def2-TZVPD" homo_lumo_gap_ev=5.07 e_above_lowest_kcal_mol=0.0 charge=-2 homo_ha=-0.05351 multiplicity=1 energy_ha=-8023.2740
Sr 0.5515 0.2765 -0.5867 1.700
N 0.3170 -2.3746 -1.0829 -0.239
C 0.4267 -3.1902 0.1364 -0.294
C -0.6553 -2.7820 1.1193 -1.138
N -0.5341 -1.3926 1.5839 0.936
C -1.8595 -0.8597 1.9091 -1.141
C -1.9069 0.6537 2.0316 -0.990
N -1.5363 1.2826 0.7673 0.812
C 0.4150 -1.2940 2.7058 -1.213
C 1.4103 -0.1411 2.6223 -0.475
N 2.2370 -0.2898 1.4307 -0.189
H -0.6527 -2.3538 -1.4035 0.079
H 0.8901 -2.7632 -1.8217 0.180
H 1.4243 -3.0622 0.5627 -0.036
H 0.3008 -4.2615 -0.0622 0.398
H -0.6504 -3.4808 1.9694 0.332
H -1.6155 -2.8848 0.6134 0.625
H -2.2406 -1.3049 2.8453 0.285
H -2.5357 -1.1503 1.1022 0.411
H -1.2235 1.0002 2.8112 0.411
H -2.9186 0.9295 2.3609 0.528
H -1.4842 2.2900 0.8810 -0.633
H -2.2475 1.1448 0.0319 -0.147
H 1.0087 -2.2116 2.7367 0.548
H -0.1346 -1.2433 3.6579 0.265
H 1.9907 -0.1350 3.5529 0.425
H 0.8937 0.8213 2.5592 0.028
H 2.9062 -1.0464 1.5428 -0.096
H 2.7169 0.5726 1.1808 0.288
Br -1.4304 4.3332 -4.1485 -0.248
C -1.3748 2.4201 -4.1086 -0.592
C -1.3815 1.6994 -5.2391 -0.107
C -1.2214 0.2774 -5.1489 -1.229
C -0.8099 -0.2059 -3.9234 -0.607
N -0.7347 0.4845 -2.7923 0.039
C -1.4124 1.7768 -2.7640 1.881
H -1.4482 2.1887 -6.2041 0.367
H -1.2097 -0.3470 -6.0316 0.374
H -0.4394 -1.2342 -3.8656 0.379
H -0.8917 2.4165 -2.0425 -1.183
F 9.4592 -4.8995 3.1609 -0.331
C 8.1497 -4.6354 2.9871 0.527
C 7.3174 -5.5602 2.3868 0.090
F 7.8296 -6.7360 1.9752 -0.317
C 5.9753 -5.2769 2.2119 0.439
F 5.2392 -6.2313 1.6222 -0.312
C 5.3877 -4.0756 2.6161 -0.554
Se 3.5519 -3.7066 2.3775 -0.403
C 6.2675 -3.1717 3.2164 0.694
F 5.8250 -1.9836 3.6511 -0.295
C 7.6121 -3.4328 3.4035 -0.077
F 8.4128 -2.5248 3.9917 -0.319
S -3.1662 1.6709 -2.1104 -0.697
F 2.1373 1.9040 -0.4128 -0.941
C -5.0743 -1.1392 -2.0097 -1.247
S -3.3945 -1.5580 -2.4766 0.872
C -3.8364 -3.0775 -3.3572 -1.226
O -2.7458 -2.0666 -1.2157 -0.595
H -5.5211 -1.9857 -1.4863 0.435
H -5.6314 -0.8746 -2.9083 0.390
H -4.9900 -0.2614 -1.3737 0.254
H -4.4429 -2.8276 -4.2284 0.404
H -4.3668 -3.7525 -2.6847 0.360
H -2.9026 -3.5320 -3.6845 0.300
O -4.3563 4.5105 -1.4817 -0.584
C -4.5322 4.1449 -0.1474 -0.133
N -4.4278 5.2858 0.7370 -0.045
C -3.3593 5.6949 1.4655 -0.080
O -3.4648 6.5822 2.3040 -0.719
C -2.0355 5.0428 1.2093 0.487
C -1.5016 4.8559 -0.0628 0.271
C -0.2210 4.3384 -0.1637 -0.233
C 0.4616 3.9847 0.9943 -0.487
N -0.0498 4.1431 2.2201 -0.656
C -1.2628 4.6832 2.3083 -0.574
H -3.9245 3.7276 -1.9225 0.219
H -3.7979 3.3895 0.1421 0.072
H -5.5311 3.7198 0.0127 0.272
H -5.2546 5.8383 0.8984 0.260
H -2.0762 5.1000 -0.9487 0.464
H 0.2453 4.1776 -1.1265 0.429
H 1.4350 3.5143 0.9110 0.430
H -1.6597 4.8389 3.3061 0.418

***

(5)
22
Properties=species:S:1:pos:R:3:nbo_charge:R:1 method="wB97M-V/def2-TZVPD" smiles=CCC[C@H](C)N.O homo_lumo_gap_ev=9.64 e_above_lowest_kcal_mol=41.3 homo_ha=-0.32836 multiplicity=1 energy_ha=-329.4418
C 2.3053 0.4248 1.5966 -0.601
C 1.5352 0.4764 0.2171 -0.412
C 0.6058 -0.7670 -0.0064 -0.430
C -0.8577 -0.6041 0.5883 -0.015
C -1.7091 -1.9824 0.4378 -0.630
N -1.7204 0.4095 0.2234 -0.824
H 1.7393 0.2155 2.4806 0.205
H 3.0406 -0.3158 1.4727 0.196
H 2.8937 1.3962 1.7122 0.201
H 2.2494 0.7520 -0.5123 0.211
H 1.0524 1.4929 0.2624 0.194
H 0.9618 -1.6968 0.4605 0.211
H 0.5704 -1.0438 -1.1240 0.195
H -0.6873 -0.3975 1.7070 0.165
H -2.8142 -1.8029 0.5168 0.219
H -1.5297 -2.5577 -0.5215 0.199
H -1.5008 -2.5675 1.2690 0.207
H -1.9387 0.3256 -0.7733 0.350
H -1.1942 1.3096 0.4385 0.359
O -1.1832 2.4063 -3.1381 -0.927
H -0.6615 2.9519 -3.8070 0.469
H -1.1574 1.5747 -3.5004 0.459

***

(6)
33
Properties=species:S:1:pos:R:3:nbo_charge:R:1 method="wB97M-V/def2-TZVPD" smiles=Cc1cc2n(c1C)CC[N@H+](C)[C@]2(C)O homo_lumo_gap_ev=8.55 e_above_lowest_kcal_mol=78.8 charge=+1 homo_ha=-0.41678 multiplicity=1 energy_ha=-614.9720
C -3.8882 1.2661 0.2981 -0.627
C -2.4301 0.9043 0.2106 -0.066
C -1.1808 1.6356 0.2017 -0.259
C -0.1666 0.7255 0.2047 0.067
N -0.6967 -0.5441 -0.0268 -0.371
C -2.0668 -0.3821 -0.0109 0.179
C -3.0029 -1.4504 -0.2814 -0.664
C 0.0447 -1.7407 0.1098 -0.231
C 1.4066 -1.5089 0.6580 -0.210
N 2.1651 -0.5616 -0.1768 -0.404
C 3.5304 -0.4795 0.3658 -0.425
C 1.5879 0.9055 -0.0732 0.463
C 1.8478 1.6235 -1.4324 -0.687
O 2.1746 1.6561 0.8864 -0.702
H -4.4083 1.2904 -0.5896 0.223
H -4.4177 0.5028 1.0033 0.222
H -4.0566 2.2268 0.7275 0.231
H -1.0499 2.6496 0.2649 0.229
H -2.8040 -2.4074 0.1705 0.220
H -4.0177 -1.2476 -0.2281 0.251
H -2.9485 -1.5729 -1.3065 0.232
H 0.0757 -2.3507 -0.7457 0.213
H -0.3158 -2.4192 0.7875 0.229
H 1.4276 -1.0741 1.6917 0.230
H 2.0045 -2.3952 0.6813 0.239
H 2.2749 -0.7491 -1.2088 0.451
H 4.1147 0.3555 -0.1210 0.259
H 3.3338 -0.5931 1.4240 0.230
H 4.1139 -1.3676 -0.0040 0.230
H 1.0212 1.3034 -2.1080 0.244
H 2.8595 1.4772 -1.9284 0.228
H 1.8090 2.6912 -1.1713 0.267
H 1.6585 1.6310 1.7271 0.510

***

(7)
7
Properties=species:S:1:pos:R:3:mulliken_spin:R:1 method="wB97M-V/def2-TZVPD" homo_lumo_gap_ev="8.44 / 11.37" e_above_lowest_kcal_mol=0.0 charge=+1 homo_ha="-0.45734 / -0.56646" multiplicity=2 energy_ha=-322.3859
C -0.5906 -1.0973 -0.0979 0.813
O -1.6360 -0.2054 -0.1857 0.034
C -0.7113 0.8296 -0.0153 0.019
O 0.3540 -0.0298 0.1191 0.008
O -0.7729 2.0009 -0.0509 0.067
Cs 3.9489 0.4593 -0.3472 0.001
H -0.5921 -1.9572 0.5779 0.059